ORCA calculation (ωB97M-V/def2-TZVPD) on C3H4F2 in the gas phase in a non-equilibrium geometry.

Results
SMILES: C=CC(F)F
Total energy, Eh: -316.382407
Highest occupied orbital energy, eV: -10.85
LUMO energy, eV: 1.155
M, u: 78.06
Energy above the lowest of the compared OMol25 structures with the same formula, charge and spin, kcal/mol: 21.0

Atoms and positions in Å:
1 C -1.20299 0.34271 -0.65546
2 C -0.56706 -0.42303 0.17359
3 C 1.03816 -0.12168 0.36363
4 F 1.38012 1.16886 -0.04160
5 F 1.78463 -0.97885 -0.34441
6 H -2.21123 0.32253 -0.66856
7 H -0.50761 1.05880 -1.10042
8 H -1.10488 -1.04655 0.80218
9 H 1.39087 -0.32279 1.47104